No. 1
C2H2Cl2O2 in the gas phase, computed with ωB97M-V with the def2-TZVPD basis set.

Last column: natural (NBO) charge in e.
Positions of all 8 atoms, in Å:
C: -0.472 -0.419 -0.242  0.762
C: 0.870 0.183 0.190  -0.349
H: -2.334 0.046 0.140  0.505
H: 0.689 0.253 1.253  0.239
O: -1.473 0.384 0.179  -0.690
O: -0.575 -1.413 -0.890  -0.533
Cl: 2.245 -0.834 -0.129  0.047
Cl: 1.050 1.799 -0.500  0.020

Properties
**Largest force on an atom**: 2.9 eV/A
**Relative energy (zero: lowest compared OMol25 entry of this formula, charge and spin)**: 0.764 eV
**Charge**: 0
**SMILES**: O=C(O)C(Cl)Cl
**LUMO energy**: 0.51 eV

***

No. 2
C2H2Cl2O2 in the gas phase, computed with ωB97M-V with the def2-TZVPD basis set.

Last column: natural (NBO) charge in e.
Positions of all 8 atoms, in Å:
C: 0.115 -0.446 0.557  0.253
C: -0.171 0.121 -0.938  -0.338
O: 0.359 0.094 1.667  -0.053
O: 0.728 1.266 2.065  -0.392
Cl: -1.843 0.635 -1.142  0.048
Cl: 0.250 -1.094 -2.138  0.032
H: -0.030 -1.508 0.850  0.194
H: 0.592 0.931 -0.921  0.256

Properties
**Largest force on an atom**: 3.5 eV/A
**Relative energy (zero: lowest compared OMol25 entry of this formula, charge and spin)**: 6.648 eV
**Charge**: 0
**LUMO energy**: -0.71 eV

***

No. 3
2 unconnected molecules or ions with the total composition C2H2Cl2O2S, computed with ωB97M-V with the def2-TZVPD basis set.

Last column: natural (NBO) charge in e.
Positions of all 9 atoms, in Å:
C: 0.806 -0.702 -0.346  -0.270
C: 1.365 0.354 -0.328  -0.084
O: -2.274 0.435 1.448  -0.843
O: -0.343 -0.929 2.131  -0.875
S: -1.756 -0.885 1.401  1.593
Cl: 2.375 1.688 -0.343  0.120
Cl: -2.832 -1.918 3.045  -0.377
H: 0.256 -1.562 -0.085  0.229
H: -0.365 -1.525 2.799  0.508

Properties
**Largest force on an atom**: 4.8 eV/A
**Relative energy (zero: lowest compared OMol25 entry of this formula, charge and spin)**: 3.051 eV
**Charge**: 0
**LUMO energy**: -0.69 eV

***

No. 4
C2H2Cl2S2 in the gas phase, computed with ωB97M-V with the def2-TZVPD basis set.

Last column: natural (NBO) charge in e.
Positions of all 8 atoms, in Å:
C: -0.494 0.218 0.787  -0.416
C: 0.759 -0.189 -0.105  -0.345
S: 0.731 1.530 0.493  0.221
S: 0.554 -0.557 -1.857  0.050
Cl: -1.984 0.218 -0.079  0.013
Cl: 1.999 -1.140 0.817  0.011
H: -0.818 0.101 2.060  0.297
H: -0.747 -0.180 -2.116  0.169

Properties
**Largest force on an atom**: 4.5 eV/A
**Relative energy (zero: lowest compared OMol25 entry of this formula, charge and spin)**: 1.550 eV
**Charge**: 0
**SMILES**: S[C@@]1(Cl)S[C@H]1Cl
**LUMO energy**: 0.31 eV

***

No. 5
C2H2Cl3F in the gas phase, computed with ωB97M-V with the def2-TZVPD basis set.

Last column: natural (NBO) charge in e.
Positions of all 8 atoms, in Å:
C: 0.593 -0.401 0.396  0.229
C: -0.589 0.223 -0.322  -0.293
H: 0.505 -0.442 1.466  0.208
H: -0.652 0.087 -1.446  0.263
F: 0.827 -1.629 -0.181  -0.328
Cl: 2.168 0.568 0.005  -0.086
Cl: -0.641 1.960 0.002  0.006
Cl: -2.212 -0.368 0.081  0.001

Properties
**Largest force on an atom**: 2.6 eV/A
**Relative energy (zero: lowest compared OMol25 entry of this formula, charge and spin)**: 0.514 eV
**Charge**: 0
**SMILES**: F[C@@H](Cl)C(Cl)Cl
**LUMO energy**: 0.47 eV

***

No. 6
C2H2Cl3I in the gas phase, computed with ωB97M-V with the def2-TZVPD basis set.

Last column: natural (NBO) charge in e.
Positions of all 8 atoms, in Å:
C: 1.695 -1.201 1.142  -0.628
C: -1.364 0.982 -0.802  -0.293
Cl: -1.573 2.685 -0.655  0.057
Cl: -2.938 0.127 -0.645  0.010
Cl: -0.271 0.516 -2.105  0.026
I: 0.030 -0.040 1.239  0.438
H: 1.619 -2.205 0.839  0.179
H: 2.802 -0.864 0.987  0.211

Properties
**Largest force on an atom**: 2.7 eV/A
**Relative energy (zero: lowest compared OMol25 entry of this formula, charge and spin)**: 3.819 eV
**Charge**: 0
**LUMO energy (alpha / beta)**: -0.54 / -1.16 eV

***

No. 7
A molecular structure, C2H2Cl3NO, computed with ωB97M-V with the def2-TZVPD basis set.

Last column: natural (NBO) charge in e.
Positions of all 9 atoms, in Å:
C: 0.964 -0.008 -0.007  -0.253
C: -0.913 -0.493 0.054  -0.186
N: 1.304 1.288 0.312  0.116
O: 0.643 2.204 -0.183  -0.237
Cl: -1.080 -2.295 0.068  0.009
Cl: -1.673 0.081 -1.453  0.018
Cl: -1.621 0.235 1.464  0.058
H: 1.086 -0.771 0.735  0.228
H: 1.290 -0.241 -0.991  0.247

Properties
**Largest force on an atom**: 6.0 eV/A
**Relative energy (zero: lowest compared OMol25 entry of this formula, charge and spin)**: 3.941 eV
**Charge**: 0
**LUMO energy (alpha / beta)**: -1.25 / -1.25 eV

***

No. 8
2 unconnected molecules or ions with the total composition C2H2Cl3NO, computed with ωB97M-V with the def2-TZVPD basis set.

Last column: natural (NBO) charge in e.
Positions of all 9 atoms, in Å:
C: 1.376 -0.148 0.072  0.173
C: -1.391 -0.546 0.244  -0.181
N: 1.467 1.215 -0.151  -0.338
O: 1.360 0.168 -1.195  -0.354
Cl: -1.714 -1.576 -1.062  0.099
Cl: -1.959 -1.031 1.793  0.078
Cl: -1.511 1.203 -0.125  0.007
H: 1.771 -0.928 0.577  0.176
H: 0.599 1.644 -0.152  0.341

Properties
**Largest force on an atom**: 3.6 eV/A
**Relative energy (zero: lowest compared OMol25 entry of this formula, charge and spin)**: 3.130 eV
**<S²>**: 2.007
**Charge**: 0
**Multiplicity**: 3
**LUMO energy (alpha / beta)**: 0.34 / -1.37 eV

***

No. 9
3 unconnected molecules or ions with the total composition C2H2Cl3O4P, computed with ωB97M-V with the def2-TZVPD basis set.

Last column: natural (NBO) charge in e.
Positions of all 12 atoms, in Å:
C: -0.164 1.696 -1.312  -0.464
C: 0.296 1.023 -0.263  0.508
O: 0.448 -2.299 2.445  -1.037
O: 0.964 0.177 2.912  -0.974
O: 2.878 -1.555 3.024  -1.045
O: 1.246 0.374 0.131  -0.684
P: 1.498 -1.285 2.667  2.454
Cl: 0.819 1.779 -2.831  -0.126
Cl: -0.990 1.197 1.220  -0.341
Cl: -6.304 -3.566 -8.745  -1.000
H: -0.986 2.222 -1.475  0.206
H: 0.296 0.237 2.226  0.503

Properties
**Largest force on an atom**: 3.9 eV/A
**Relative energy (zero: lowest compared OMol25 entry of this formula, charge and spin)**: 0.086 eV
**Charge**: -2
**LUMO energy**: 4.23 eV

***

No. 10
C2H2Cl3P in the gas phase, computed with ωB97M-V with the def2-TZVPD basis set.

Last column: natural (NBO) charge in e.
Positions of all 8 atoms, in Å:
C: 1.499 0.012 -0.004  -0.362
C: 0.210 -0.285 0.042  -0.394
P: -1.068 1.036 -0.186  0.822
Cl: -0.370 -1.886 0.316  0.023
Cl: -2.155 0.688 1.466  -0.264
Cl: -2.190 0.132 -1.583  -0.263
H: 2.270 -0.728 0.126  0.221
H: 1.804 1.030 -0.177  0.217

Properties
**Largest force on an atom**: 1.4 eV/A
**Relative energy (zero: lowest compared OMol25 entry of this formula, charge and spin)**: 0.000 eV
**Charge**: 0
**SMILES**: C=C(Cl)P(Cl)Cl
**LUMO energy**: 0.47 eV